Here is a 2-piece molecular cluster, C3H7N overall from the Open Molecules 2025 dataset. Energies are from wB97M-V/def2-TZVPD.

Summary:
- F_max: 4.162 eV/A
- HOMO energy: -0.35069 Eh

Last column: Löwdin charge in e.
Cartesian coordinates (Å):
C (-1.766995, -0.601617, 0.019888)  -0.01
C (-1.549390, 0.552817, -0.174432)  -0.03
C (0.946159, 0.532588, 0.015773)  -0.26
H (-1.992155, -1.657599, 0.108761)  0.06
H (-1.265235, 1.585169, -0.225887)  0.06
H (1.692218, -1.367149, 0.351511)  0.13
H (-0.049557, -1.148488, 0.139468)  -0.02
H (0.142203, 1.123585, -0.407984)  0.00
H (1.308505, 0.900904, 1.080452)  0.12
H (1.656398, 1.000820, -0.581314)  0.03
N (0.877850, -0.921028, -0.326235)  -0.08

Atomic forces in eV per Å
C -1.34 -1.40 -0.06
C -1.35 1.29 0.29
C 1.81 0.44 1.08
H 0.00 0.75 -0.02
H -1.31 -0.34 -0.03
H -2.79 1.13 -2.27
H 1.90 -0.44 -0.65
H 0.63 -0.71 0.75
H -1.41 -1.07 -1.64
H 2.24 0.31 -1.26
N 1.62 0.03 3.83

***

Here is a 2-piece molecular cluster, C3H7N overall from the Open Molecules 2025 dataset. Energies are from wB97M-V/def2-TZVPD.

Summary:
- F_max: 0.375 eV/A
- HOMO energy: -0.27375 Eh

Last column: Löwdin charge in e.
Cartesian coordinates (Å):
C (0.065910, -0.700796, -1.278956)  -0.01
N (-0.130473, 0.239025, -0.403201)  -0.26
C (-0.773995, 0.735433, 0.635696)  -0.12
C (0.643079, 1.104792, 0.476359)  -0.11
H (-0.190896, -1.809933, 0.786435)  0.05
H (1.062758, -0.849421, -1.669937)  0.07
H (-0.784914, -1.253318, -1.656574)  0.06
H (-1.746167, 1.176709, 0.768078)  0.09
H (-0.517981, -1.277452, 1.227772)  0.04
H (0.977564, 2.043307, 0.028936)  0.10
H (1.395115, 0.591654, 1.085394)  0.10

Atomic forces in eV per Å
C -0.04 0.17 -0.13
N -0.05 -0.15 0.11
C -0.12 0.15 -0.25
C 0.36 0.11 0.02
H -0.06 -0.16 0.24
H -0.11 0.11 0.02
H 0.07 0.12 0.02
H 0.06 -0.02 -0.06
H 0.06 -0.33 0.09
H -0.03 -0.13 -0.04
H -0.14 0.13 -0.01

***

Here is an isolated ion of composition C3H7N2 and charge +1 from the Open Molecules 2025 dataset. Energies are from wB97M-V/def2-TZVPD.

Summary:
- F_max: 6.009 eV/A
- HOMO energy (spin up / spin down): -0.53945 / -0.51449 Eh
- Net charge: +1

Last column: Löwdin charge in e.
Cartesian coordinates (Å):
C (1.413319, -0.923018, -1.045707)  0.25
C (0.190609, -1.128556, -0.790169)  -0.12
C (-0.234224, 0.214197, 1.381945)  0.01
N (-0.787777, 1.159791, -0.726962)  0.19
N (-0.441855, 0.081800, -0.052707)  -0.16
H (2.495269, -0.715036, -1.230436)  0.11
H (-0.297126, -2.122826, -0.773054)  0.13
H (0.197725, 1.209204, 1.507615)  0.11
H (-1.010115, -0.128684, 1.998729)  0.08
H (0.459929, -0.679603, 1.672146)  0.14
H (-1.526585, 1.034802, -1.441007)  0.18
H (-0.459170, 1.997929, -0.500394)  0.08

Atomic forces in eV per Å
C 2.06 0.57 -0.44
C -0.65 -0.63 0.81
C 3.60 -2.08 -0.58
N -2.64 -5.02 -1.98
N -0.33 -0.77 -0.48
H -1.58 -0.14 0.20
H -0.34 1.02 -0.11
H -0.17 -0.30 0.94
H -2.15 0.63 0.39
H -0.31 2.12 -0.60
H 1.01 0.27 0.41
H 1.50 4.34 1.43

***

Here is C3H7N2 as an isolated structure from the Open Molecules 2025 dataset. Energies are from wB97M-V/def2-TZVPD.

Summary:
- F_max: 5.327 eV/A
- HOMO energy: -0.58973 Eh
- Net charge: +1

Last column: Löwdin charge in e.
Cartesian coordinates (Å):
C (-0.886450, 0.411032, -0.140980)  0.04
C (0.498033, 0.313683, -0.593657)  -0.17
C (1.539780, -0.357037, 0.238290)  -0.03
N (-0.274117, 1.494689, -0.025630)  0.24
N (-2.660116, -0.342566, -0.030829)  0.18
H (0.684868, 0.362256, -1.662307)  0.15
H (1.411964, -0.149229, 1.299380)  0.10
H (2.536123, -0.043777, -0.071728)  0.10
H (1.476686, -1.438106, 0.092056)  0.10
H (-0.291720, 2.451300, 0.288721)  0.19
H (-2.454371, -1.333674, 0.074643)  0.05
H (-3.026984, 0.079719, 0.818769)  0.05

Atomic forces in eV per Å
C -4.99 -1.78 0.56
C 0.58 -0.42 -0.21
C 0.22 -0.04 0.10
N -0.36 -0.64 -0.10
N 4.39 2.41 -1.07
H -0.15 0.16 0.03
H -0.04 0.00 0.00
H -0.04 0.03 0.03
H -0.03 0.05 -0.05
H -0.05 0.35 0.07
H 0.24 0.01 0.34
H 0.23 -0.13 0.29

***

Here is an isolated ion of composition C3H7N2 and charge +1 from the Open Molecules 2025 dataset. Energies are from wB97M-V/def2-TZVPD.

Summary:
- F_max: 4.378 eV/A
- HOMO energy: -0.52333 Eh
- Net charge: +1

Last column: Löwdin charge in e.
Cartesian coordinates (Å):
C (-1.405189, -0.311278, -0.418529)  -0.35
C (-0.356834, -0.842912, -1.282169)  -0.01
C (-0.143099, -0.603026, 0.212027)  -0.04
N (-2.580381, -0.408130, -0.024687)  0.24
N (0.856707, 0.866981, 0.612100)  0.22
H (-0.406523, -1.992254, -1.511341)  0.18
H (0.234658, -0.209624, -1.974703)  0.13
H (0.248475, -1.375093, 0.778125)  0.12
H (-2.773027, -0.239535, 0.932208)  0.08
H (1.703246, 0.345757, 0.351490)  0.13
H (0.893250, 1.009490, 1.627224)  0.15
H (0.852710, 1.631173, -0.059107)  0.14

Atomic forces in eV per Å
C -0.67 -1.46 1.82
C 0.59 -1.20 -0.86
C 1.66 3.84 -0.95
N -1.05 0.40 -2.60
N 0.32 -4.21 -1.17
H 0.10 2.39 0.12
H -0.70 -0.54 0.24
H 0.36 -1.06 1.69
H 0.18 0.18 1.24
H 0.27 0.56 0.46
H -0.35 0.65 -0.56
H -0.72 0.46 0.57

***

Here is an isolated ion of composition C3H7N2 and charge +1 from the Open Molecules 2025 dataset. Energies are from wB97M-V/def2-TZVPD.

Summary:
- F_max: 3.309 eV/A
- HOMO energy (spin up / spin down): -0.51745 / -0.51746 Eh
- Net charge: +1

Last column: Löwdin charge in e.
Cartesian coordinates (Å):
C (-0.055140, 0.943391, -0.511499)  -0.21
C (-0.973835, -0.239529, -0.074113)  -0.09
C (-0.387694, -1.496351, -0.368107)  0.14
N (-0.043735, -1.019366, 0.761207)  0.20
N (1.132229, 1.067719, 0.247007)  0.04
H (0.196519, 0.893136, -1.631136)  0.16
H (-0.524966, 1.841934, -0.463017)  0.08
H (-1.999103, -0.279991, 0.067169)  0.14
H (-0.346553, -2.374504, -0.944116)  0.15
H (0.014644, -1.237315, 1.703620)  0.16
H (1.987326, 0.607013, -0.029006)  0.10
H (1.000307, 1.293862, 1.241991)  0.12

Atomic forces in eV per Å
C 1.25 -0.58 -2.69
C 2.86 1.10 -1.24
C 0.35 -0.03 1.58
N -1.40 -1.13 -1.86
N -0.24 -0.27 0.99
H -0.31 -0.34 1.57
H -1.99 2.51 0.35
H -1.90 0.63 0.59
H 0.40 -0.98 -0.62
H 0.66 -0.93 2.08
H -0.23 0.11 0.23
H 0.55 -0.07 -0.97

***

Here is a 2-piece molecular cluster, C3H7N2 overall from the Open Molecules 2025 dataset. Energies are from wB97M-V/def2-TZVPD.

Summary:
- F_max: 4.014 eV/A
- HOMO energy (spin up / spin down): -0.52601 / -0.52599 Eh
- Net charge: +1

Last column: Löwdin charge in e.
Cartesian coordinates (Å):
C (-0.114992, -0.611503, 0.216968)  -0.34
C (0.458163, -0.619170, 1.456453)  0.15
C (-0.948686, 1.279923, -0.051997)  0.04
N (-0.611808, 1.700164, -1.140588)  0.21
N (0.550145, -0.649408, -1.015487)  0.06
H (1.510831, -0.621294, 1.502234)  0.07
H (-1.207883, -1.075366, 0.298726)  0.19
H (0.027458, -0.780096, 2.483089)  0.12
H (-1.456087, 1.826481, 0.809193)  0.16
H (0.019398, 1.536708, -1.970094)  0.16
H (1.500549, -0.628045, -0.939749)  0.07
H (0.272912, -1.358396, -1.648746)  0.11

Atomic forces in eV per Å
C -2.75 -2.24 0.83
C -0.32 -0.08 0.28
C 0.64 3.41 -2.02
N -0.29 -1.22 2.21
N -2.30 0.32 0.84
H 1.36 0.32 0.04
H 2.06 1.25 -0.83
H -0.33 0.50 -1.57
H 0.45 -1.40 -1.02
H -1.08 -0.22 1.42
H 3.11 0.07 0.28
H -0.55 -0.70 -0.45

***

Here is an isolated ion of composition C3H7N2 and charge +1 from the Open Molecules 2025 dataset. Energies are from wB97M-V/def2-TZVPD.

Summary:
- F_max: 5.994 eV/A
- HOMO energy: -0.54422 Eh
- Net charge: +1

Last column: Löwdin charge in e.
Cartesian coordinates (Å):
C (-1.276171, 0.141387, 0.119391)  0.05
C (0.912502, 1.657872, -0.093254)  0.26
C (-0.125108, -0.591645, -0.562371)  -0.27
N (-0.009827, 0.755758, -0.180002)  -0.03
N (0.451707, -1.659281, 0.196944)  0.11
H (-2.193750, 0.772753, -0.234249)  0.18
H (-1.503001, -0.218288, 1.085961)  0.12
H (1.902139, 1.439615, -0.394413)  0.12
H (0.631029, 2.692634, 0.071859)  0.13
H (-0.124688, -0.659267, -1.614824)  0.16
H (-0.161250, -2.070980, 0.778882)  0.03
H (0.917719, -2.412159, -0.440253)  0.16

Atomic forces in eV per Å
C -2.18 2.23 -2.14
C -2.81 -0.37 -0.60
C -1.42 -2.15 0.58
N 3.11 1.95 2.29
N 3.79 0.67 -4.59
H 1.70 -1.79 -0.21
H 0.58 0.07 1.42
H 0.90 -0.49 -0.33
H -0.01 -0.09 0.65
H 0.01 -0.31 -1.15
H -2.52 -1.74 2.43
H -1.15 2.01 1.66

***

Here is an isolated ion of composition C3H7N2O and charge +1 from the Open Molecules 2025 dataset. Energies are from wB97M-V/def2-TZVPD.

Summary:
- F_max: 4.539 eV/A
- HOMO energy (spin up / spin down): -0.46582 / -0.43984 Eh
- Net charge: +1

Last column: Löwdin charge in e.
Cartesian coordinates (Å):
C (-1.882035, -1.766162, -0.940125)  0.13
C (-1.349893, 0.285271, 0.073658)  -0.15
C (2.092882, 0.939104, 0.245640)  -0.02
N (0.882882, 0.460145, -0.208034)  0.16
N (-1.251734, -1.085928, -0.052038)  -0.09
O (-0.118385, 0.911456, 0.530769)  0.06
H (-1.737614, -2.813432, -1.097521)  0.04
H (-1.694243, 0.928276, -0.751929)  0.16
H (-2.090651, 0.524847, 0.870177)  0.17
H (2.621546, 1.562250, -0.522331)  0.16
H (2.167900, 1.487440, 1.136396)  0.10
H (2.801374, 0.068098, 0.339874)  0.16
H (-0.442029, -1.501364, 0.375463)  0.14

Atomic forces in eV per Å
C -1.95 1.65 -1.37
C -2.90 3.18 1.43
C 2.46 -0.31 -0.73
N -2.30 1.23 1.73
N 1.59 -2.62 -1.27
O 2.90 -1.72 -1.86
H 0.74 -0.68 0.69
H 0.22 -1.04 -0.45
H 0.79 0.00 -0.12
H -0.57 -0.59 -0.16
H -0.75 0.81 1.41
H -0.64 0.32 -0.42
H 0.41 -0.24 1.12

***

Here is a 2-piece molecular cluster, C3H7N2O overall from the Open Molecules 2025 dataset. Energies are from wB97M-V/def2-TZVPD.

Summary:
- F_max: 5.071 eV/A
- HOMO energy: -0.52685 Eh
- Net charge: +1

Last column: Löwdin charge in e.
Cartesian coordinates (Å):
C (-0.208099, -0.139815, 0.016063)  -0.04
C (0.201209, -0.931196, 1.127873)  0.03
N (-0.137461, -2.259536, 0.694058)  0.09
C (-0.533521, -2.224085, -0.739104)  0.03
N (-0.575704, -0.915758, -1.054074)  0.06
H (-0.135966, 0.928831, -0.207992)  0.13
H (0.545493, -0.800332, 2.170487)  0.14
H (0.124115, -3.170715, 1.062626)  0.16
H (-0.889550, -3.011084, -1.416269)  0.16
H (-0.749204, -0.498615, -2.026761)  0.23
H (1.255834, 4.414926, 0.735391)  0.07
H (0.422750, 4.655206, -0.445701)  -0.01
O (0.680102, 3.952169, 0.083406)  -0.05

Atomic forces in eV per Å
C 1.58 0.38 1.48
C -2.18 -1.42 -2.88
N -0.38 1.11 -4.93
C 0.57 1.44 3.78
N 0.14 -0.91 -0.38
H 0.04 -0.37 0.78
H -0.28 0.36 -1.09
H -0.07 0.47 0.42
H 0.48 0.12 0.79
H 0.14 -1.06 2.06
H -0.53 -0.77 -0.51
H -1.02 1.99 -1.87
O 1.51 -1.33 2.36

***

Here is an isolated ion of composition C3H7N2O2 and charge -1 from the Open Molecules 2025 dataset. Energies are from wB97M-V/def2-TZVPD.

Summary:
- F_max: 3.302 eV/A
- HOMO energy: -0.06550 Eh
- Net charge: -1

Last column: Löwdin charge in e.
Cartesian coordinates (Å):
C (1.642563, -0.356944, -1.107971)  -0.24
C (0.880211, -0.081056, 0.083911)  -0.35
C (-0.017210, 1.106551, 0.103560)  -0.10
N (-1.610100, -0.478869, 1.293594)  -0.06
N (-1.734790, 0.516689, 0.121892)  -0.32
O (-1.911682, -0.085582, -1.003373)  -0.38
O (2.327179, 0.083385, -0.025859)  -0.09
H (1.850487, -1.449158, -1.338742)  0.12
H (1.492854, 0.431697, -1.940453)  0.13
H (0.650804, -0.944761, 0.761575)  0.12
H (-0.050850, 1.622650, 1.112617)  0.09
H (0.118444, 1.622384, -0.832186)  0.07
H (-2.419491, -0.597719, 1.820870)  -0.02
H (-1.218416, -1.389271, 0.950562)  0.04

Atomic forces in eV per Å
C -0.83 -1.20 -2.96
C -0.71 -0.69 1.08
C -1.74 -1.29 2.40
N 2.92 -0.14 -1.33
N 2.09 0.28 0.67
O -0.48 -0.64 -0.44
O 1.26 1.31 1.79
H -0.31 1.43 -0.43
H 0.43 -1.73 0.90
H 0.18 1.05 -0.75
H 0.44 -0.12 -1.54
H -0.36 0.85 0.11
H -1.92 -0.08 0.32
H -0.97 0.97 0.18

***

Here is C3H7N2O2 as an isolated structure from the Open Molecules 2025 dataset. Energies are from wB97M-V/def2-TZVPD.

Summary:
- F_max: 4.497 eV/A
- HOMO energy (spin up / spin down): -0.49060 / -0.49059 Eh
- Net charge: +1

Last column: Löwdin charge in e.
Cartesian coordinates (Å):
C (0.845189, -0.668382, 0.809690)  -0.32
C (-0.463478, 0.576953, 0.170756)  0.02
C (-1.146293, 0.833413, -1.106483)  -0.06
N (1.266546, -0.414656, 2.024531)  0.14
N (0.987240, -1.671443, 0.110811)  0.01
O (0.378897, -1.793093, -1.109930)  -0.02
O (-0.701546, 1.800378, -1.755911)  0.21
H (-1.291027, 2.068170, -2.485610)  0.18
H (0.160083, 1.416656, 0.368302)  0.08
H (-1.186417, 0.500768, 0.997782)  0.13
H (-0.024152, -2.697166, -0.955507)  0.15
H (-1.993699, 0.313652, -1.518577)  0.16
H (0.969808, 0.601955, 2.216606)  0.16
H (2.198847, -0.867207, 2.233539)  0.17

Atomic forces in eV per Å
C -3.12 -0.32 -3.23
C 0.25 -0.69 0.87
C 1.31 -2.05 2.57
N 0.45 2.57 1.12
N 1.00 -0.47 0.15
O -1.07 -1.27 0.45
O 0.22 1.78 -1.39
H 0.35 -0.08 -0.25
H 0.34 1.00 -0.06
H -0.02 -0.43 -0.42
H 0.45 1.22 -0.98
H -0.43 -0.39 0.30
H 1.66 -2.24 0.73
H -1.39 1.38 0.15